(1)
C5H8NP as an isolated structure in a non-equilibrium geometry. Source: the OMol25 dataset; level of theory: the ωB97M-V functional and the def2-TZVPD basis.

Energy above the lowest of the compared OMol25 structures with the same formula, charge and spin, kJ/mol: 538.4
HOMO-LUMO gap (alpha / beta), eV: 7.63 / 7.63

ORCA input file:
```
! RIJCOSX wB97M-V def2-TZVPD def2/J DEFGRID3
* xyz 0 1
P 1.37524 -1.07509 -0.58230
N 0.30535 1.60440 0.70809
C 0.67587 0.00459 -1.91254
C -1.08895 1.18253 0.80664
C 0.28785 -0.73997 1.07300
C 1.22145 0.79185 0.97247
C -0.90671 -0.20367 1.49639
H 1.09629 -0.53005 -2.71265
H 1.02340 1.06549 -1.96775
H -1.56070 -0.57621 2.24760
H 0.72253 -2.28933 -1.12032
H -1.64375 0.96045 -0.16036
H -0.41257 -0.20925 -1.92437
H -1.71106 1.81409 1.33609
H 0.61577 -1.79984 1.74000
*
```

Results of the Mulliken charge analysis, in e, for atoms 1 through 5: P 0.07; N -0.35; C -0.96; C -0.40; C -0.19


(2)
C6H18InO8P2 as an isolated structure in a non-equilibrium geometry. Source: the OMol25 dataset; level of theory: the ωB97M-V functional and the def2-TZVPD basis.

Energy above the lowest of the compared OMol25 structures with the same formula, charge and spin, kJ/mol: 236.4
HOMO-LUMO gap, eV: 2.48

ORCA input file:
```
! RIJCOSX wB97M-V def2-TZVPD def2/J DEFGRID3
* xyz 3 1
In -1.94603 -2.95017 1.56473
P 0.91881 -1.74676 -1.50967
P -1.23238 1.28076 2.32413
O 1.39844 -3.05355 -2.30040
O -2.56089 1.93169 2.89320
O 2.28335 -0.95659 -1.21146
O -1.26946 -0.19376 2.23018
O -1.01260 2.15385 0.99789
O 0.23840 -0.84785 -2.62696
O 0.11762 -2.02586 -0.29275
O -0.10478 1.77267 3.32090
C 0.04050 3.14322 3.70049
C 3.18317 -1.49107 -0.27114
C -1.04848 -1.23069 -3.18943
C -3.82007 1.81239 2.18923
C 2.26977 -2.91352 -3.45118
C -0.04374 1.75669 0.03800
H -3.63785 1.47573 1.17156
H 0.48422 0.83899 0.30004
H 4.23506 -1.37106 -0.57025
H -4.45831 1.17490 2.80588
H 1.87414 -3.34856 -4.36747
H -0.97475 -1.31332 -4.27543
H -0.55548 1.55856 -0.91075
H -1.37358 -2.23596 -2.91545
H 3.21357 -3.41252 -3.20140
H -0.16518 3.81110 2.85662
H 2.55102 -1.87532 -3.63579
H 3.19272 -0.86908 0.64148
H -4.30090 2.79532 2.14952
H 1.08811 3.30958 3.94793
H -1.74593 -0.44789 -2.90506
H -0.55905 3.46698 4.55776
H 0.72077 2.53087 -0.05607
H 2.99980 -2.52974 0.00111
*
```

Results of the Mulliken charge analysis, in e, for atoms 1 through 5: In 1.15; P 0.87; P 0.90; O -0.19; O -0.23


(3)
A 10-piece molecular cluster, H21O10 overall in a non-equilibrium geometry. Source: the OMol25 dataset; level of theory: the ωB97M-V functional and the def2-TZVPD basis.

Energy above the lowest of the compared OMol25 structures with the same formula, charge and spin, kJ/mol: 181.0
HOMO-LUMO gap, eV: 10.59

ORCA input file:
```
! RIJCOSX wB97M-V def2-TZVPD def2/J DEFGRID3
* xyz 1 1
O 1.75153 3.09756 -0.07010
O 0.94765 0.60781 1.23354
O -3.65872 -1.96668 0.01369
O 3.39472 0.97565 -1.60810
O -1.63447 -0.21527 0.81947
O -1.38576 -2.60375 -0.38603
O -0.57571 -1.72033 -2.65020
O -2.10398 0.67671 -2.56994
O 0.14636 1.47351 3.64706
O 3.11012 -1.03420 1.86635
H 2.59935 2.88431 0.31241
H -1.38856 0.40944 1.51148
H -0.01528 -1.84751 -3.42698
H -3.30888 -1.21785 0.52252
H 1.22189 1.10977 2.01617
H -2.13080 1.31409 -1.84241
H -0.27619 2.23906 3.25831
H 1.51783 -0.18342 1.27386
H 2.65727 -1.62326 1.25449
H -1.02325 -0.14581 0.08610
H -0.16239 1.24165 4.51725
H -0.95600 -2.69909 -1.28690
H 3.86265 -0.77431 1.31671
H 2.43797 1.08983 -1.56169
H -0.33666 -0.83700 -2.34814
H -1.03159 -1.75943 -0.02793
H 3.65571 1.89005 -1.44653
H -2.50245 -2.44397 -0.48798
H 1.06438 2.45184 0.05391
H -4.16115 -1.64000 -0.74611
H -1.71557 1.25064 -3.24426
*
```

Results of the Mulliken charge analysis, in e, for atoms 1 through 5: O -0.63; O -0.50; O -0.62; O -0.61; O -0.69


(4)
A 12-piece molecular cluster, C5H37N2O11S overall in a non-equilibrium geometry. Source: the OMol25 dataset; level of theory: the ωB97M-V functional and the def2-TZVPD basis.

Energy above the lowest of the compared OMol25 structures with the same formula, charge and spin, kJ/mol: 512.1
HOMO-LUMO gap, eV: 8.50

ORCA input file:
```
! RIJCOSX wB97M-V def2-TZVPD def2/J DEFGRID3
* xyz 1 1
S -2.17722 1.67149 -3.54734
O -0.16001 -3.01556 1.91142
O -0.35901 -1.79502 4.67970
O -3.74421 -0.60207 0.85367
O 2.10606 2.24179 2.23709
O -1.61160 0.35452 3.27143
O -1.84368 2.75311 1.90070
O 0.54875 -3.03997 -1.50730
O -2.28183 -3.00764 -1.69244
O 3.47584 -0.38687 -1.90752
O 2.83004 1.72454 -0.76038
O 0.21696 3.37629 -1.57757
N 2.05773 -1.31686 0.53762
N 0.18986 -0.32617 -1.01997
C 1.28295 -0.17345 1.14537
C -0.04766 0.28354 0.31949
C 3.23874 -1.85010 1.36237
C -0.07654 0.37488 -2.28176
C -1.27311 1.20754 -2.01013
H 0.87565 0.85496 -2.46089
H 3.11100 -0.17705 -2.76646
H -0.20311 -0.87623 4.93550
H -1.78694 1.16376 2.77838
H 1.88479 1.82871 -0.93038
H 2.88630 -2.84428 1.68545
H 1.93383 0.69088 1.08341
H -3.11726 -0.16444 0.28782
H -1.00948 -0.05825 0.82529
H -1.27643 2.21898 -1.63591
H 0.23461 3.21812 -2.53508
H 1.59383 2.99986 1.93755
H 3.50028 0.51327 -1.45553
H 1.38743 2.01185 2.86280
H -1.49446 -3.54837 -1.64346
H 1.44579 -2.71548 -1.40187
H 0.29800 -3.94828 -1.72945
H 3.67689 -1.25618 2.20802
H -1.09481 -2.95735 2.18225
H -2.01418 0.76195 -1.33222
H -2.87155 0.48235 -3.68397
H 1.34995 -2.04159 0.36906
H 2.56104 -1.05567 -0.38679
H 0.01191 1.37255 0.26046
H 4.11502 -1.83653 0.69266
H -4.52796 -0.86474 0.38053
H 0.23093 4.35900 -1.57169
H 0.09023 -3.48410 2.71543
H -0.88690 2.66286 2.15405
H -2.49713 0.07006 3.55163
H -0.20940 -1.24073 -0.97205
H -2.74470 -3.31779 -0.88920
H -2.21693 3.53831 2.33519
H 3.29021 2.54771 -0.90591
H -0.26488 -1.67120 3.72661
H -0.29685 -0.37991 -3.07977
H 1.03089 -0.26994 2.21071
*
```

Results of the Mulliken charge analysis, in e, for atoms 1 through 5: S -0.17; O -0.61; O -0.64; O -0.65; O -0.62


(5)
A 23-piece molecular cluster, C23H49BCl44F3NO2PS overall in a non-equilibrium geometry. Source: the OMol25 dataset; level of theory: the ωB97M-V functional and the def2-TZVPD basis.

HOMO-LUMO gap, eV: 6.17

ORCA input file:
```
! RIJCOSX wB97M-V def2-TZVPD def2/J DEFGRID3
* xyz -1 1
Cl -1.86614 -3.29435 -2.46545
Cl -0.77517 9.25243 -6.38006
Cl -1.06691 -6.05157 6.90396
Cl 7.18888 -1.03523 -14.40694
Cl -4.23713 0.04133 0.13413
Cl -0.70001 -3.74160 9.77353
Cl 10.68067 -3.47674 -17.25534
Cl -10.10326 1.14959 -1.53915
Cl -0.22437 4.82073 2.21746
Cl -6.16092 -0.56624 -4.66206
Cl 2.40468 -8.37139 8.86843
Cl -3.99023 -3.11487 -0.45473
Cl -8.20813 3.16180 -2.57474
Cl -13.56998 2.56483 1.67386
Cl -5.67052 2.41655 -0.73804
Cl 0.52336 3.36779 4.60885
Cl -12.10574 4.39715 -0.09148
Cl 5.56918 -1.17357 -11.95984
Cl 4.05484 -2.42177 0.96380
Cl 0.28314 -0.59284 -1.69882
Cl 2.58196 -2.31787 -2.18091
Cl 3.73849 8.27265 -10.32136
Cl -7.58409 -1.36284 -2.21580
Cl 2.67475 2.04914 -1.26424
Cl 5.90011 -2.01693 -8.10639
Cl 4.04199 0.23042 -7.85459
Cl 1.82125 -2.95378 5.17240
Cl 0.96050 -1.49523 8.87342
Cl 0.38884 3.78584 -0.79250
Cl -7.96929 -0.23830 13.28905
Cl 6.47858 -1.22904 -3.39614
Cl -2.49304 10.51547 -8.40043
Cl 4.63541 3.97927 -10.43365
Cl 7.17095 -1.56834 -0.55608
Cl 7.15139 2.47078 -10.55773
Cl 1.05308 7.20471 -9.81214
Cl -6.35162 0.37042 10.91115
Cl -4.04420 -3.43427 12.85106
Cl -3.12104 -1.04394 11.41741
Cl -1.92727 -7.17618 9.47001
Cl 11.64588 -1.94043 -14.94483
Cl 2.61789 -6.86008 11.36896
Cl 4.99310 -0.73138 3.16522
Cl 2.38399 -4.72538 7.46014
S 0.59609 0.00097 2.83045
P -1.24324 -1.43121 5.00090
F -0.82545 1.20167 0.88988
F -2.01780 0.05608 2.28680
F -0.85147 -0.94358 0.75500
O 1.39155 1.15014 2.44309
O 1.21733 -1.28942 2.54853
N -1.05182 -2.07195 6.44495
C -0.54689 -6.70927 8.45276
C 0.98070 4.65021 3.51034
C 5.73133 2.88036 -9.58409
C -9.41030 2.76582 -1.33877
C -0.85874 0.08338 1.61403
C 7.01127 -0.50724 -12.72303
C 3.66402 -1.06505 2.04864
C -0.00028 -2.16164 10.18147
C -4.45902 1.77641 0.38540
C 1.37913 2.99633 -2.01126
C 1.31142 -1.33888 -2.91503
C 2.76630 -8.44195 10.59751
C -6.15490 -0.57652 -2.88911
C 6.03046 -0.89103 -1.70931
C 2.90491 -3.31410 6.50655
C -4.11435 -2.50518 11.34633
C 5.54165 -0.51131 -7.26356
C 2.59206 6.97229 -10.65495
C -6.57405 0.63679 12.64094
C -1.26278 9.28581 -8.07742
C -13.25494 3.04969 0.00780
C -2.38046 -2.56127 -0.93337
C 10.30024 -2.23703 -16.05291
B -0.14242 0.13274 4.57619
H 2.06007 -9.11906 11.06523
H -0.78228 -3.05366 6.34398
H -8.93624 2.81149 -0.36395
H -5.14213 -2.20463 11.17473
H -14.18736 3.37047 -0.44260
H 6.93599 0.57378 -12.71344
H 5.18846 1.96959 -9.35398
H 0.02375 -5.95295 8.97887
H -1.66640 -2.82881 -0.16046
H -12.82673 2.20648 -0.52422
H -4.79445 1.94288 1.40288
H -0.82883 -1.49555 10.38731
H 1.91343 4.35634 3.03926
H 2.77859 -1.32163 2.62210
H -5.68350 0.28697 13.15317
H -0.85212 1.10025 4.51369
H 2.93065 -2.46496 7.18101
H -6.13581 0.45044 -2.54111
H -5.27876 -1.12004 -2.55157
H -1.01637 -2.36930 3.96865
H 10.07642 -1.31213 -16.57270
H 0.69826 -1.97546 -3.54463
H 6.07337 3.37203 -8.67997
H 3.89051 -3.52542 6.10623
H 0.62924 -2.29416 11.05492
H 1.08100 5.59895 4.02625
H -2.56526 -0.98383 4.78170
H -6.72839 1.69715 12.80603
H -3.74049 -3.12345 10.53666
H -3.51471 2.27792 0.20301
H 5.05464 -1.32883 -1.52528
H 3.02504 6.03801 -10.32052
H -1.67506 8.31592 -8.33395
H 5.43221 -0.71720 -6.20549
H -2.41748 -1.48396 -1.07075
H 3.78505 -8.79300 10.71813
H 2.39697 6.94965 -11.72146
H 6.00188 0.18526 -1.57847
H 0.76624 0.25273 5.34682
H 3.49089 -0.18058 1.44523
H 9.44756 -2.56983 -15.47241
H 7.88134 -0.84237 -12.16909
H 0.74922 2.32191 -2.58256
H 0.06793 -7.58332 8.27318
H -10.22304 3.47689 -1.41054
H 1.82792 3.74834 -2.65125
H -0.39002 9.50814 -8.68085
H 6.35700 0.18351 -7.43631
H 1.77839 -0.54981 -3.49564
*
```

Results of the Mulliken charge analysis, in e, for atoms 1 through 5: Cl -0.20; Cl -0.14; Cl -0.11; Cl -0.18; Cl -0.08


(6)
A 5-piece molecular cluster, C3H16NO4 overall in a non-equilibrium geometry. Source: the OMol25 dataset; level of theory: the ωB97M-V functional and the def2-TZVPD basis.

Energy above the lowest of the compared OMol25 structures with the same formula, charge and spin, kJ/mol: 335.9
HOMO-LUMO gap, eV: 9.47

ORCA input file:
```
! RIJCOSX wB97M-V def2-TZVPD def2/J DEFGRID3
* xyz 1 1
O -2.16426 1.58220 -1.30055
O 0.49491 -3.58640 -0.67324
O -2.88896 1.84308 1.94887
O 1.30585 1.05255 -3.19442
N 0.07623 -0.80465 1.34457
C -1.07139 -0.15852 1.68793
C 1.08781 -0.69062 0.17917
C 2.21330 0.19235 0.60714
H -1.35034 0.78845 1.38229
H -2.34889 2.02078 -2.18740
H 2.16163 0.93841 -3.76157
H 1.24938 -1.66421 -0.23540
H 0.46158 -4.00570 -1.53097
H -3.63500 1.47429 1.37089
H 2.78980 -0.04919 1.53776
H 0.13672 -1.64609 1.70038
H -1.69910 -0.62657 2.46758
H -2.67094 2.69070 1.74812
H 0.81583 -4.12724 0.09555
H 1.73972 1.43392 -2.42071
H 3.05707 0.32812 -0.07516
H -2.17728 2.25179 -0.71119
H 1.83301 1.13645 0.74105
H 0.58333 -0.37390 -0.72070
*
```

Results of the Mulliken charge analysis, in e, for atoms 1 through 5: O -0.58; O -0.64; O -0.67; O -0.64; N -0.01


Copy entry 2 word for word.
C6H18InO8P2 as an isolated structure in a non-equilibrium geometry. Source: the OMol25 dataset; level of theory: the ωB97M-V functional and the def2-TZVPD basis.

Energy above the lowest of the compared OMol25 structures with the same formula, charge and spin, kJ/mol: 236.4
HOMO-LUMO gap, eV: 2.48

ORCA input file:
```
! RIJCOSX wB97M-V def2-TZVPD def2/J DEFGRID3
* xyz 3 1
In -1.94603 -2.95017 1.56473
P 0.91881 -1.74676 -1.50967
P -1.23238 1.28076 2.32413
O 1.39844 -3.05355 -2.30040
O -2.56089 1.93169 2.89320
O 2.28335 -0.95659 -1.21146
O -1.26946 -0.19376 2.23018
O -1.01260 2.15385 0.99789
O 0.23840 -0.84785 -2.62696
O 0.11762 -2.02586 -0.29275
O -0.10478 1.77267 3.32090
C 0.04050 3.14322 3.70049
C 3.18317 -1.49107 -0.27114
C -1.04848 -1.23069 -3.18943
C -3.82007 1.81239 2.18923
C 2.26977 -2.91352 -3.45118
C -0.04374 1.75669 0.03800
H -3.63785 1.47573 1.17156
H 0.48422 0.83899 0.30004
H 4.23506 -1.37106 -0.57025
H -4.45831 1.17490 2.80588
H 1.87414 -3.34856 -4.36747
H -0.97475 -1.31332 -4.27543
H -0.55548 1.55856 -0.91075
H -1.37358 -2.23596 -2.91545
H 3.21357 -3.41252 -3.20140
H -0.16518 3.81110 2.85662
H 2.55102 -1.87532 -3.63579
H 3.19272 -0.86908 0.64148
H -4.30090 2.79532 2.14952
H 1.08811 3.30958 3.94793
H -1.74593 -0.44789 -2.90506
H -0.55905 3.46698 4.55776
H 0.72077 2.53087 -0.05607
H 2.99980 -2.52974 0.00111
*
```

Results of the Mulliken charge analysis, in e, for atoms 1 through 5: In 1.15; P 0.87; P 0.90; O -0.19; O -0.23


What did the first record say?
C5H8NP as an isolated structure in a non-equilibrium geometry. Source: the OMol25 dataset; level of theory: the ωB97M-V functional and the def2-TZVPD basis.

Energy above the lowest of the compared OMol25 structures with the same formula, charge and spin, kJ/mol: 538.4
HOMO-LUMO gap (alpha / beta), eV: 7.63 / 7.63

ORCA input file:
```
! RIJCOSX wB97M-V def2-TZVPD def2/J DEFGRID3
* xyz 0 1
P 1.37524 -1.07509 -0.58230
N 0.30535 1.60440 0.70809
C 0.67587 0.00459 -1.91254
C -1.08895 1.18253 0.80664
C 0.28785 -0.73997 1.07300
C 1.22145 0.79185 0.97247
C -0.90671 -0.20367 1.49639
H 1.09629 -0.53005 -2.71265
H 1.02340 1.06549 -1.96775
H -1.56070 -0.57621 2.24760
H 0.72253 -2.28933 -1.12032
H -1.64375 0.96045 -0.16036
H -0.41257 -0.20925 -1.92437
H -1.71106 1.81409 1.33609
H 0.61577 -1.79984 1.74000
*
```

Results of the Mulliken charge analysis, in e, for atoms 1 through 5: P 0.07; N -0.35; C -0.96; C -0.40; C -0.19